Record 1
# C4H17N2O2

3 unconnected molecules or ions with the total composition C4H17N2O2 at a distorted geometry (ωB97M-V with the def2-TZVPD basis set, OMol25).

ORCA input file:
```
! wB97M-V def2-TZVPD RIJCOSX def2/J DEFGRID3
* xyz 1 1
N -1.438 -0.697 -1.706
C -1.772 -1.374 -0.436
C -0.699 -1.077 0.594
N -0.193 0.319 0.396
C -0.998 1.294 1.196
C -0.848 2.688 0.541
H -0.348 0.551 -0.596
H -2.252 -0.559 -2.283
H -0.722 -1.186 -2.235
H -2.738 -0.940 -0.190
H -1.938 -2.439 -0.557
H 0.178 -1.719 0.608
H -1.098 -1.219 1.589
H 0.760 0.233 0.748
H -0.644 1.358 2.218
H -2.043 1.032 1.139
H -1.803 2.989 0.123
H -0.640 3.511 1.208
H -0.043 2.738 -0.192
H 2.866 -0.170 -0.920
H 2.377 0.251 -2.259
O 2.123 0.289 -1.328
H 3.599 -1.143 1.137
H 2.522 -2.045 0.520
O 2.647 -1.220 1.004
*
```

As for the electronic energy: -11492.9730 eV. For the HOMO-LUMO gap, the calculation gives 0.4064 Eh. Its LUMO energy is -0.101 Eh. As for the energy above the lowest of the compared OMol25 structures with the same formula, charge and spin: 88.6 kJ/mol.



Record 2
# C2H4N4OS

A single C2H4N4OS molecule at a distorted geometry (ωB97M-V with the def2-TZVPD basis set, OMol25).

ORCA input file:
```
! wB97M-V def2-TZVPD RIJCOSX def2/J DEFGRID3
* xyz 0 1
C 0.347 -1.467 -0.132
C -0.226 0.631 0.057
H 2.741 -0.117 1.309
H 1.044 -2.240 -0.206
H -2.535 0.796 -0.765
H 0.350 2.366 -0.399
N 0.878 -0.223 -0.009
N -0.909 -1.577 -0.119
N -1.267 -0.293 0.153
N -0.481 1.860 -0.109
O -2.558 0.140 0.219
S 2.616 0.124 0.002
*
```

As for the electronic energy: -20977.9106 eV. For the HOMO-LUMO gap, the calculation gives 0.3092 Eh. As for the SMILES: [H]/N=c1\n(S)cnn1O. Its LUMO energy is 0.004 Eh. As for the energy above the lowest of the compared OMol25 structures with the same formula, charge and spin: 299.5 kJ/mol.



Record 3
# C22H48BBrO15V

A molecular structure, C22H48BBrO15V at a distorted geometry (ωB97M-V with the def2-TZVPD basis set, OMol25).

ORCA input file:
```
! wB97M-V def2-TZVPD RIJCOSX def2/J DEFGRID3
* xyz 0 2
O 0.742 -27.420 -3.282
V 0.426 -28.508 -2.164
Br 1.241 -30.729 -3.427
O -1.853 -24.795 0.751
C -0.679 -24.676 0.617
O 0.074 -23.750 1.131
B 1.438 -23.894 0.601
O 1.425 -25.104 -0.231
C 0.272 -25.646 -0.175
O 0.031 -26.718 -0.805
O 2.428 -24.047 1.703
C 3.295 -23.081 1.727
O 4.246 -22.937 2.442
C 3.008 -22.179 0.460
O 1.926 -22.669 -0.108
O 3.760 -21.234 0.121
C 4.277 -25.017 -7.443
C 3.035 -25.659 -8.082
O 2.514 -26.661 -7.189
C 1.513 -27.488 -7.761
C 0.874 -28.247 -6.622
H 4.613 -24.121 -7.965
H 4.153 -24.735 -6.397
H 5.103 -25.727 -7.415
H 2.247 -24.911 -8.161
H 3.405 -26.009 -9.046
H 0.764 -26.849 -8.228
H 1.942 -28.160 -8.504
H 0.669 -27.556 -5.804
H 1.578 -28.982 -6.230
H -0.076 -28.705 -6.894
C -2.478 -30.700 -0.041
C -1.633 -29.425 0.311
C -1.281 -29.310 1.753
O -0.354 -29.571 -0.390
H -3.479 -30.663 0.389
H -2.046 -31.671 0.202
H -2.705 -30.641 -1.105
H -2.121 -28.524 -0.060
H -0.553 -28.509 1.882
H -0.819 -30.208 2.163
H -2.210 -29.131 2.295
H 0.117 -30.327 -0.030
C 1.158 -24.448 -4.861
C 0.799 -24.139 -3.379
C 0.651 -22.647 -3.021
O -0.442 -24.774 -3.078
H 2.129 -24.120 -5.232
H 0.481 -23.854 -5.475
H 1.118 -25.519 -5.056
H 1.574 -24.544 -2.728
H -0.113 -22.228 -3.676
H 1.617 -22.167 -3.182
H 0.314 -22.504 -1.994
H -1.209 -24.461 -3.562
C 4.405 -29.151 -0.313
C 2.926 -28.967 0.062
C 2.853 -28.125 1.340
O 2.277 -28.291 -1.014
H 4.881 -29.567 0.574
H 4.885 -28.202 -0.556
H 4.427 -29.851 -1.148
H 2.314 -29.867 0.107
H 1.921 -27.571 1.451
H 3.584 -27.317 1.375
H 3.154 -28.788 2.151
H 2.817 -27.523 -1.216
C 5.151 -24.963 -3.576
C 4.936 -25.833 -2.338
C 4.788 -24.995 -1.094
O 3.743 -26.525 -2.435
H 5.293 -25.566 -4.473
H 6.055 -24.354 -3.567
H 4.245 -24.378 -3.735
H 5.749 -26.555 -2.257
H 4.044 -24.202 -1.172
H 5.605 -24.319 -0.842
H 4.506 -25.525 -0.184
H 3.616 -26.900 -3.310
C -3.429 -27.077 -3.958
C -2.750 -27.722 -2.772
O -1.664 -28.553 -3.142
H -3.958 -26.188 -3.616
H -4.105 -27.778 -4.447
H -2.682 -26.678 -4.644
H -3.374 -28.248 -2.049
H -2.372 -26.921 -2.137
H -2.021 -29.268 -3.675
*
```

As for the electronic energy: -150717.8254 eV. For the HOMO-LUMO gap (alpha / beta), the calculation gives 0.3034 / 0.3201 Eh. Its LUMO energy (alpha / beta) is -0.038 / -0.022 Eh. As for the energy above the lowest of the compared OMol25 structures with the same formula, charge and spin: 25.5 kJ/mol.



Record 4
# C46H37IN2O2P2STi

A molecular structure, C46H37IN2O2P2STi at a distorted geometry (ωB97M-V with the def2-TZVPD basis set, OMol25).

ORCA input file:
```
! wB97M-V def2-TZVPD RIJCOSX def2/J DEFGRID3
* xyz 3 2
Ti 0.276 0.401 0.329
O 0.764 -3.013 0.220
S -0.224 -2.008 -0.147
C -1.793 -2.175 0.739
C -2.864 -2.891 0.226
C -4.090 -2.832 0.874
C -4.243 -2.041 2.004
C -3.160 -1.355 2.539
C -1.912 -1.434 1.930
P -0.442 -0.531 2.541
C -0.786 -0.005 4.249
C -1.304 -0.954 5.134
C -1.387 -0.657 6.483
C -0.945 0.573 6.956
C -0.429 1.513 6.079
C -0.343 1.225 4.724
C 0.839 -1.776 2.907
C 0.564 -3.093 3.256
C 1.599 -3.925 3.648
C 2.902 -3.449 3.689
C 3.178 -2.131 3.353
C 2.145 -1.291 2.966
C -0.709 -2.346 -1.838
C -0.809 -3.654 -2.286
C -1.095 -3.878 -3.623
C -1.271 -2.806 -4.492
C -1.125 -1.503 -4.044
C -0.836 -1.263 -2.702
P -0.222 0.355 -2.135
C 1.328 0.383 -3.108
C 1.519 1.225 -4.199
C 2.687 1.131 -4.946
C 3.658 0.200 -4.612
C 3.462 -0.656 -3.533
C 2.302 -0.567 -2.782
C -1.277 1.666 -2.789
C -0.823 2.973 -2.584
C -1.557 4.048 -3.052
C -2.770 3.824 -3.696
C -3.242 2.531 -3.865
C -2.501 1.447 -3.415
H -2.754 -3.488 -0.668
H -4.928 -3.393 0.484
H -5.214 -1.960 2.474
H -3.287 -0.771 3.441
H -1.623 -1.924 4.776
H -1.785 -1.393 7.168
H -0.994 0.793 8.014
H -0.086 2.470 6.447
H 0.084 1.956 4.050
H -0.448 -3.475 3.203
H 1.387 -4.949 3.925
H 3.706 -4.104 3.997
H 4.194 -1.761 3.410
H 2.338 -0.243 2.761
H -0.645 -4.483 -1.608
H -1.153 -4.892 -3.996
H -1.488 -2.987 -5.536
H -1.188 -0.677 -4.741
H 0.763 1.951 -4.471
H 2.831 1.778 -5.801
H 4.563 0.126 -5.201
H 4.205 -1.407 -3.293
H 2.139 -1.260 -1.964
H 0.118 3.139 -2.067
H -1.186 5.057 -2.928
H -3.345 4.662 -4.067
H -4.190 2.363 -4.359
H -2.877 0.442 -3.560
I 0.831 3.208 1.607
C -1.145 2.828 0.962
C -2.122 3.790 1.065
C -3.404 3.453 0.646
C -3.633 2.179 0.143
C -2.585 1.291 0.058
N -1.331 1.598 0.465
H -1.899 4.767 1.470
H -4.207 4.174 0.725
H -4.621 1.882 -0.178
H -2.731 0.292 -0.338
O 2.042 0.505 0.126
N 3.219 1.019 -0.249
C 3.268 2.068 -1.090
C 4.483 2.576 -1.482
C 5.655 1.993 -1.011
C 5.567 0.896 -0.163
C 4.331 0.419 0.205
H 2.326 2.456 -1.437
H 4.503 3.423 -2.153
H 6.616 2.384 -1.315
H 6.455 0.406 0.211
H 4.186 -0.440 0.846
*
```

As for the electronic energy: -115982.7458 eV. For the HOMO-LUMO gap (alpha / beta), the calculation gives 0.2569 / 0.2584 Eh. Its LUMO energy (alpha / beta) is -0.321 / -0.319 Eh. As for the energy above the lowest of the compared OMol25 structures with the same formula, charge and spin: 0.0 kJ/mol.



Record 5
# C6H9N2

2 unconnected molecules or ions with the total composition C6H9N2 at a distorted geometry (ωB97M-V with the def2-TZVPD basis set, OMol25).

ORCA input file:
```
! wB97M-V def2-TZVPD RIJCOSX def2/J DEFGRID3
* xyz 1 1
C 0.003 2.572 -0.669
C 1.347 2.190 -0.519
C -0.730 1.438 -0.217
C -0.246 -2.848 -0.556
C -0.614 -2.067 0.372
C -0.971 -1.517 1.507
N 1.438 0.871 -0.177
N 0.174 0.493 0.109
H -0.359 3.444 -1.154
H 2.172 2.676 -0.865
H -1.721 1.303 0.155
H -0.112 -2.413 -1.551
H -0.286 -3.976 -0.447
H -1.833 -0.953 1.398
H -0.336 -1.145 2.285
H -0.175 -0.430 0.135
H 2.249 0.362 0.193
*
```

As for the electronic energy: -9337.4863 eV. For the HOMO-LUMO gap, the calculation gives 0.3490 Eh. Its LUMO energy is -0.153 Eh. As for the energy above the lowest of the compared OMol25 structures with the same formula, charge and spin: 459.9 kJ/mol.



Record 6
# CH3ClOP2

A molecular structure, CH3ClOP2 at a distorted geometry (ωB97M-V with the def2-TZVPD basis set, OMol25).

ORCA input file:
```
! wB97M-V def2-TZVPD RIJCOSX def2/J DEFGRID3
* xyz 0 1
C -1.345 0.101 0.275
O 2.417 -1.413 -0.404
P 1.410 -0.340 -0.511
P -0.370 -1.475 0.165
Cl -0.306 1.466 0.780
H -1.855 0.354 -0.565
H -2.236 0.067 0.888
H 2.285 1.241 -0.629
*
```

As for the electronic energy: -34229.5595 eV. For the HOMO-LUMO gap (alpha / beta), the calculation gives 0.2394 / 0.2396 Eh. Its LUMO energy (alpha / beta) is -0.067 / -0.067 Eh. As for the energy above the lowest of the compared OMol25 structures with the same formula, charge and spin: 238.1 kJ/mol.